*1*
Formula: C5H7NO2
Source: the OMol25 dataset
Level of theory: ωB97M-V with the def2-TZVPD basis set

Lowest unoccupied orbital energy ... -0.213 eV

Each line ends with the Löwdin charge.
CARTESIAN COORDINATES (ANGSTROEM)
C  0.201  0.286  -0.215  -0.39
C  1.798  0.060  0.000  -0.09
C  2.397  -1.233  0.124  -0.03
C  -0.912  -0.565  -0.113  -0.04
C  -2.354  -0.463  -0.046  -0.59
H  -1.227  1.522  -0.637  0.15
H  0.605  2.398  -0.392  0.22
H  2.587  1.251  0.045  0.20
H  1.883  -2.308  0.175  0.10
H  3.465  -1.167  0.472  0.05
H  -0.426  -1.653  0.091  0.15
H  -1.907  1.138  0.527  0.12
N  -0.212  1.512  -0.224  0.00
O  -2.851  0.671  0.463  0.08
O  -3.048  -1.450  -0.271  0.07

*2*
Formula: C5H7NO2
Source: the OMol25 dataset
Level of theory: ωB97M-V with the def2-TZVPD basis set

Lowest unoccupied orbital energy (alpha / beta) ... 0.009 / 0.010 eV

Each line ends with the Löwdin charge.
CARTESIAN COORDINATES (ANGSTROEM)
C  -0.455  -0.650  0.473  -0.28
C  0.204  1.830  0.508  -0.04
C  0.447  0.446  -0.037  -0.31
N  -0.021  -1.986  0.530  0.06
C  -1.111  -0.234  -0.984  -0.26
C  1.632  0.106  -0.640  -0.08
O  -2.032  0.527  -1.162  0.02
O  2.305  -0.500  -1.383  0.17
H  -1.044  -0.344  1.337  0.16
H  -0.089  -2.449  1.427  0.09
H  0.529  -2.318  -0.255  0.09
H  -0.768  -0.960  -1.741  0.14
H  0.506  1.888  1.552  0.08
H  0.751  2.572  -0.068  0.09
H  -0.855  2.072  0.444  0.08

Relative energy table, unit eV: *1* 2.677; *2* 0.000